This record from OMol25 describes a structure of composition C21H28CdClN3O4S5Se. The level of theory is wB97M-V/def2-TZVPD.

XYZ file:
```
64
Properties=species:S:1:pos:R:3:forces:R:3:mulliken_charge:R:1
Cd 1.444158 -0.186628 -3.111467 0.0178 0.0525 -0.0460 2.36
S -0.077770 1.435059 -1.829108 -0.0180 -0.0425 0.0206 -0.65
S -1.444322 1.898045 -3.315554 -0.0173 -0.0396 0.0005 -0.18
S -1.848427 0.106683 -4.254260 0.0153 0.0271 -0.0094 -0.18
S -0.094979 -0.469566 -5.175364 -0.0229 0.0208 0.0060 -0.55
O 2.976440 -4.210734 -3.621231 -0.0442 -0.0081 0.0236 -0.65
C 2.372121 -3.141212 -3.708542 0.0862 0.0418 -0.0773 0.10
O 2.365384 -2.199523 -2.847810 -0.0009 -0.0087 0.0495 -0.79
H 1.773938 -2.943844 -4.625522 -0.0306 -0.0178 0.0240 0.13
C 0.835864 1.193255 5.172355 0.0050 -0.0157 -0.0074 -1.30
C -0.044347 0.069385 4.633004 -0.0203 0.0300 0.0104 -0.16
C 0.660926 -0.797594 3.593334 0.0084 -0.0218 0.0096 -0.67
C 0.837448 -0.128106 2.237306 0.0100 0.0480 -0.0562 -1.15
N -0.424144 0.083604 1.547222 -0.0284 0.0121 0.0692 1.00
C -1.036228 -0.853419 0.769399 -0.0796 0.0738 -0.0492 -0.58
Se -0.468366 -2.569030 0.520368 0.0329 -0.0615 0.0325 -0.21
N -2.140168 -0.267151 0.230267 0.0855 0.0294 -0.0299 0.93
C -2.925962 -0.798974 -0.875672 0.0059 -0.0138 0.0707 -0.96
C -4.332785 -1.187817 -0.439062 -0.0247 -0.0063 -0.0227 -0.68
C -4.384398 -2.401992 0.486573 0.0116 -0.0097 0.0007 -0.17
C -4.099431 -3.713417 -0.236557 0.0012 0.0106 -0.0082 -1.24
C -2.204843 1.055773 0.630999 -0.0138 -0.0371 0.0159 0.08
C -3.078530 2.072481 0.291444 -0.0039 -0.0067 -0.0243 -0.48
C -2.843725 3.322851 0.846417 0.0047 0.0104 0.0100 -0.87
C -1.770056 3.543359 1.708219 -0.0081 0.0092 -0.0026 -0.83
C -0.888074 2.522382 2.037988 0.0110 -0.0160 0.0109 -0.19
C -1.123740 1.277855 1.481219 0.0290 -0.0199 -0.0033 0.56
H 0.292709 1.830012 5.873370 -0.0034 -0.0004 -0.0018 0.34
H 1.209374 1.831476 4.369743 0.0038 0.0037 0.0071 0.26
H 1.707021 0.785210 5.691164 -0.0013 0.0011 -0.0001 0.38
H -0.955994 0.489546 4.196838 0.0034 -0.0098 0.0026 0.21
H -0.368852 -0.560668 5.466165 0.0003 0.0012 0.0041 0.38
H 0.110781 -1.725970 3.428295 0.0001 -0.0051 -0.0033 0.25
H 1.654017 -1.079212 3.960262 -0.0013 -0.0068 0.0059 0.43
H 1.457086 -0.748657 1.591019 -0.0113 -0.0153 -0.0019 0.09
H 1.324180 0.844544 2.321149 0.0045 0.0014 0.0016 0.47
H -2.372051 -1.644073 -1.280083 0.0000 -0.0047 -0.0019 0.55
H -2.941120 -0.032614 -1.651286 0.0032 0.0072 -0.0040 -0.07
H -4.917500 -1.388825 -1.343005 -0.0103 0.0025 0.0068 0.45
H -4.800154 -0.328840 0.052953 0.0007 0.0041 -0.0065 0.32
H -5.372122 -2.450902 0.956668 -0.0011 0.0047 0.0064 0.35
H -3.656241 -2.268676 1.292699 -0.0037 -0.0046 -0.0006 0.11
H -4.819886 -3.877149 -1.043027 -0.0032 -0.0008 0.0027 0.34
H -4.157656 -4.561298 0.448985 0.0003 -0.0004 -0.0010 0.34
H -3.096737 -3.712205 -0.664016 -0.0003 -0.0019 0.0041 0.28
H -3.878915 1.910860 -0.417473 0.0014 0.0050 0.0036 0.38
H -3.493077 4.148570 0.585005 -0.0007 -0.0007 -0.0008 0.37
H -1.605901 4.534868 2.111045 0.0003 -0.0009 0.0001 0.37
H -0.037104 2.703399 2.680674 -0.0073 0.0088 -0.0041 0.26
S 4.166953 0.952274 0.915169 0.0144 -0.0326 -0.0252 -0.30
C 4.208786 -0.758927 0.735688 -0.0166 0.0151 0.0429 -0.24
C 3.368723 -1.137782 -0.258622 -0.0161 0.0242 -0.0364 -1.00
N 2.692408 -0.103042 -0.860719 0.0218 0.0013 -0.0405 0.56
C 3.017176 1.042885 -0.358127 0.0189 0.0151 0.0837 -0.35
H 4.846539 -1.379002 1.343071 -0.0096 -0.0069 -0.0045 0.45
H 3.199338 -2.135267 -0.636598 -0.0019 0.0007 -0.0018 0.37
H 2.637193 1.986255 -0.719635 -0.0103 0.0055 -0.0482 0.39
Cl 6.296216 3.256700 -4.697717 0.0042 0.0042 -0.0043 -0.27
C 4.957496 2.078398 -4.932159 -0.0164 -0.0040 -0.0198 -0.44
C 4.075529 1.816920 -3.693652 -0.0360 -0.0052 0.1212 0.55
O 4.296317 2.391275 -2.630203 -0.0193 -0.0054 -0.0284 -0.68
O 3.181934 0.975714 -3.995950 0.0623 -0.0522 -0.0767 -1.14
H 5.407019 1.142683 -5.250944 0.0061 0.0029 0.0066 0.28
H 4.330533 2.459793 -5.732711 0.0127 0.0087 -0.0053 0.29
```
Positions in Å, forces in eV/Å.

Its total charge is -2. The energy above the lowest of the compared OMol25 structures with the same formula, charge and spin comes out at 0.374 eV. The calculated total energy comes out at -6302.7997 Eh. For the highest occupied orbital energy, the calculation gives -0.06333 Ha. The value obtained for the gap between HOMO and LUMO is 5.67 eV.

This record from OMol25 describes a structure of composition C21H28CdF5O2. The level of theory is wB97M-V/def2-TZVPD.

XYZ file:
```
57
Properties=species:S:1:pos:R:3:forces:R:3:mulliken_charge:R:1
O -0.269360 0.364537 0.484544 0.9237 0.1128 -1.5589 -0.48
C 0.773949 -0.103918 -0.455204 -0.2971 -0.2995 1.1144 -0.89
C 0.282595 0.798594 -1.566597 0.0036 -0.0743 0.3073 -0.35
H 0.604679 -1.172767 -0.616705 0.4219 0.1919 -0.0482 0.30
H 1.767279 0.126088 -0.050207 -0.1864 -0.3180 -0.0772 0.28
C -0.851689 1.174381 -0.588219 -0.3396 0.0447 0.1748 1.43
H -0.004476 0.231039 -2.454609 0.0137 0.4316 -0.0586 -0.02
H 0.986486 1.614025 -1.756365 -0.2819 -0.0780 -0.2966 0.40
C -2.193678 0.571766 -0.936729 -0.3948 0.0444 -0.0784 -1.58
H -2.113834 -0.524136 -0.941793 -0.0677 0.2903 -0.0916 0.36
H -2.525348 0.926800 -1.922475 0.0125 -0.0912 0.1551 0.43
H -2.942087 0.867287 -0.186449 0.1904 -0.1973 -0.2146 0.27
C -0.955325 2.636759 -0.213984 -0.1619 0.4419 0.0077 -1.61
H 0.031936 3.092287 -0.071340 -0.2108 -0.1607 0.0535 0.32
H -1.550161 2.791486 0.700688 0.3057 -0.2590 -0.2306 0.15
H -1.470768 3.179428 -1.020601 0.1448 -0.1080 0.0437 0.46
Cd 0.061946 -0.012810 2.801545 0.0395 -0.2034 -1.0489 3.04
C 0.784595 1.999548 4.370061 0.7419 0.1620 -0.1707 -0.37
C 1.689893 0.904733 4.246272 0.7730 1.3643 -0.2983 -1.11
C 2.195686 0.914815 2.888594 0.2469 1.9417 0.5992 -1.19
H 2.014158 0.252033 5.051035 -0.1695 0.0001 -0.2725 0.49
C 1.576412 2.017433 2.206845 0.7110 -0.0765 1.0337 0.01
C 0.702420 2.665654 3.117858 0.5302 0.1973 0.2426 -0.90
H 0.118278 3.555824 2.894927 -0.0138 -0.2692 0.0895 0.38
H 0.274368 2.277260 5.294615 0.0043 -0.1856 -0.4737 0.47
H 3.033324 0.360103 2.507070 -0.1136 -0.2973 -0.0278 0.52
H 1.895608 2.381788 1.234919 -0.3300 -0.1703 -0.0007 0.57
C -1.642835 -0.064829 4.668742 -1.0405 -0.6533 -0.2862 -0.47
C -2.138183 1.098235 4.030880 -0.6023 -0.1580 -0.1223 -0.86
C -2.498948 0.766298 2.698751 -0.2437 -0.3472 0.4732 -0.06
H -2.247733 2.086576 4.479467 0.2244 -0.3189 -0.1753 0.40
C -2.228012 -0.620606 2.490645 -1.0234 -0.0120 1.2803 -0.54
C -1.719526 -1.153858 3.731379 -1.9639 1.1360 0.3155 -1.64
H -1.626340 -2.196396 3.968947 0.3558 -0.0026 -0.0673 0.58
H -1.333447 -0.170410 5.707352 0.0800 0.1439 -0.3467 0.38
H -2.999276 1.416453 1.984864 0.2978 -0.0136 0.1384 0.63
H -2.565585 -1.216886 1.653545 0.3090 0.0727 -0.0816 0.45
O 0.574166 -1.263925 -4.556082 0.3589 -0.1750 -2.1246 -0.34
C 0.097660 -0.182794 -5.412057 0.2280 0.5630 0.7183 -0.40
C 0.283206 -0.578261 -6.881183 -0.2668 -0.6086 0.5523 -0.60
H 0.708732 0.716991 -5.195931 -0.2225 -0.3449 0.0011 0.27
H -0.942318 0.059142 -5.129481 0.3819 -0.2348 -0.1888 0.30
C 1.478933 -1.533194 -6.807394 0.1135 0.6100 0.6713 -0.50
H 0.435062 0.282042 -7.529614 0.0033 -0.0019 0.0135 0.33
H -0.594964 -1.133409 -7.214522 -0.0588 0.0668 -0.1371 0.28
C 1.267575 -2.208049 -5.447788 -0.4153 -0.3984 0.4914 -0.49
H 2.398118 -0.945350 -6.774551 0.0847 -0.0462 -0.1067 0.27
H 1.535728 -2.235097 -7.635648 -0.0157 -0.0774 0.0355 0.33
H 2.198200 -2.537148 -4.957235 -0.3310 0.2675 -0.1612 0.28
H 0.636553 -3.108437 -5.592994 0.1268 0.3928 0.2540 0.25
F 0.735059 -2.208361 4.460690 0.5155 -0.9320 -0.0184 -0.33
C 1.112505 -1.920744 3.154105 -1.1268 0.6846 -0.6971 -0.16
F 2.469012 -1.787367 3.156235 0.7835 -0.8542 0.1708 -0.31
C 0.747433 -3.046178 2.224432 0.3318 0.4966 0.5967 0.44
F 1.247250 -4.209460 2.652484 0.0835 -1.2120 -0.3150 -0.32
F -0.589113 -3.214019 2.051458 0.7650 -0.0694 0.0141 -0.26
F 1.284225 -2.780986 1.002836 -0.2286 -0.4080 0.2276 -0.28
```
Positions in Å, forces in eV/Å.

Its total charge is -1. The energy above the lowest of the compared OMol25 structures with the same formula, charge and spin comes out at 0.000 eV. The calculated total energy comes out at -1634.4179 Eh. For the highest occupied orbital energy, the calculation gives -0.11905 Ha. The value obtained for the gap between HOMO and LUMO is 5.51 eV.